Entry from the Open Molecules 2025 dataset: a molecular structure, C36H31AuN3P2S (ωB97M-V with the def2-TZVPD basis set).

**Multiplicity**: 1
**Highest occupied orbital energy**: -16.452 eV
**Energy above the lowest of the compared OMol25 structures with the same formula, charge and spin**: 12.9 kcal/mol
**Net charge**: +3

Positions of all 74 atoms, in Å:
Au (0.4588, -0.0493, -0.3849)
N (0.9031, -3.6653, -2.4293)
C (-0.0859, -4.1929, -1.5913)
C (-0.7424, -5.4195, -1.5962)
C (-1.6786, -5.6077, -0.6018)
C (-1.9434, -4.6202, 0.3653)
C (-1.2931, -3.4024, 0.3524)
C (-0.3637, -3.2001, -0.6620)
N (0.4552, -2.0960, -0.9495)
C (1.1817, -2.4311, -2.0068)
C (2.1625, -1.4866, -2.5473)
C (3.1959, -1.6761, -3.4029)
S (4.0940, -0.2316, -3.5463)
C (3.0514, 0.5409, -2.4724)
N (2.0712, -0.2096, -2.0244)
H (1.3120, -4.1269, -3.2275)
H (-0.5345, -6.1834, -2.3329)
H (-2.2213, -6.5423, -0.5605)
H (-2.6665, -4.8315, 1.1417)
H (-1.4757, -2.6531, 1.1144)
H (3.4999, -2.5751, -3.9166)
H (3.1889, 1.5758, -2.1943)
C (-1.2895, 2.4247, 1.0673)
C (-1.3471, 1.2961, 2.0945)
P (0.1833, 0.3475, 1.8570)
C (0.1549, -1.1774, 2.7365)
C (1.0936, -2.1679, 2.4229)
C (1.1170, -3.3409, 3.1540)
C (0.2158, -3.5210, 4.1987)
C (-0.7174, -2.5411, 4.5105)
C (-0.7626, -1.3664, 3.7768)
C (1.5266, 1.4007, 2.3827)
C (2.3827, 2.0794, 1.5160)
C (3.3777, 2.8972, 2.0286)
C (3.5216, 3.0329, 3.4022)
C (2.6716, 2.3571, 4.2706)
C (1.6816, 1.5302, 3.7691)
P (-0.8455, 1.8051, -0.5840)
C (-2.1670, 0.9651, -1.4075)
C (-2.8808, -0.0748, -0.7759)
C (-3.8972, -0.7205, -1.4457)
C (-4.2052, -0.3554, -2.7548)
C (-3.4847, 0.6402, -3.4017)
C (-2.4554, 1.2905, -2.7438)
C (-0.2705, 3.1619, -1.5597)
C (1.0206, 3.2136, -2.0805)
C (1.4200, 4.3243, -2.8064)
C (0.5324, 5.3733, -3.0009)
C (-0.7568, 5.3192, -2.4811)
C (-1.1736, 4.2126, -1.7593)
H (-0.4940, 3.1299, 1.3233)
H (-2.2129, 3.0020, 0.9851)
H (-2.2212, 0.6561, 1.9983)
H (-1.3386, 1.6994, 3.1096)
H (1.8080, -2.0236, 1.6193)
H (1.8392, -4.1111, 2.9195)
H (0.2447, -4.4343, 4.7786)
H (-1.4103, -2.6903, 5.3276)
H (-1.5003, -0.6136, 4.0270)
H (2.2727, 1.9778, 0.4421)
H (4.0432, 3.4272, 1.3607)
H (4.3068, 3.6612, 3.8019)
H (2.7874, 2.4664, 5.3404)
H (1.0431, 0.9884, 4.4580)
H (-2.6407, -0.3805, 0.2332)
H (-4.4552, -1.5076, -0.9571)
H (-5.0103, -0.8591, -3.2745)
H (-3.7261, 0.9098, -4.4210)
H (-1.8913, 2.0577, -3.2565)
H (1.7071, 2.3902, -1.9266)
H (2.4179, 4.3720, -3.2213)
H (0.8432, 6.2431, -3.5644)
H (-1.4416, 6.1415, -2.6398)
H (-2.1866, 4.1754, -1.3761)

Entry from the Open Molecules 2025 dataset: a molecular structure, C36H31Cl2GaN3O4S2 at a distorted geometry (ωB97M-V with the def2-TZVPD basis set).

**Multiplicity**: 1
**Highest occupied orbital energy**: -9.155 eV
**Energy above the lowest of the compared OMol25 structures with the same formula, charge and spin**: 579.4 kcal/mol
**Net charge**: +1

Positions of all 79 atoms, in Å:
Ga (0.3368, -0.3466, -0.8104)
C (4.5783, -0.2237, -1.7566)
C (3.2817, 0.1217, -1.3792)
N (2.3061, -0.7530, -1.2518)
C (2.5745, -2.0891, -1.4348)
C (3.8606, -2.5157, -1.8419)
C (4.8583, -1.5370, -2.0081)
C (4.1217, -3.8881, -2.0475)
C (3.1125, -4.7851, -1.8642)
C (1.8330, -4.3847, -1.4426)
C (1.5283, -3.0596, -1.1830)
N (0.3695, -2.5554, -0.6876)
C (-0.7789, -3.3484, -0.3114)
C (-1.1842, -4.6972, -0.2216)
C (-2.4606, -5.0122, 0.2848)
C (-3.4399, -4.1116, 0.7582)
C (-3.1162, -2.7618, 0.7259)
C (-3.9308, -1.3439, 1.3184)
C (-3.1666, -0.1895, 1.5429)
C (-2.1656, 0.9593, -0.3273)
N (-1.6187, -1.3081, 0.2919)
C (-1.8280, -2.5639, 0.1085)
H (5.3283, 0.5477, -1.8530)
H (3.0455, 1.1537, -1.1880)
H (5.8442, -1.8408, -2.3377)
H (5.1130, -4.2017, -2.3449)
H (3.2943, -5.8399, -2.0241)
H (1.0876, -5.1500, -1.3199)
H (-0.5529, -5.5219, -0.5076)
H (-2.7167, -6.0637, 0.3118)
H (-4.3705, -4.4899, 1.1603)
H (-4.7903, -1.5276, 1.9507)
H (-3.6866, 0.5368, 2.1560)
H (-1.6897, 1.8856, -0.6155)
O (0.9726, 0.6459, 1.0374)
S (-0.4540, 0.5967, 1.7163)
C (-0.3722, 2.1397, 2.7062)
C (0.6421, 3.1949, 2.2789)
C (0.5110, 3.7064, 0.8155)
C (1.6791, 3.2883, -0.0932)
S (1.3776, 2.7342, -1.8076)
O (0.6070, 1.4219, -1.7930)
C (0.1788, 3.9332, -2.3430)
C (-1.0918, 3.5152, -2.7002)
C (-1.9831, 4.4452, -3.2192)
C (-1.5867, 5.7614, -3.3998)
C (-0.3002, 6.1617, -3.0572)
C (0.5944, 5.2463, -2.5299)
C (-0.0109, -0.5046, 3.1066)
C (1.3250, -0.7788, 3.3809)
C (1.6483, -1.7628, 4.2982)
C (0.6470, -2.4915, 4.9298)
C (-0.6846, -2.2021, 4.6746)
C (-1.0118, -1.2112, 3.7611)
H (-0.1879, 1.8230, 3.7293)
H (-1.3747, 2.5777, 2.7220)
H (1.6469, 2.8001, 2.4355)
H (0.5090, 4.0315, 2.9675)
H (0.4528, 4.7934, 0.8172)
H (-0.4355, 3.3472, 0.4022)
H (2.1877, 2.4256, 0.3372)
H (2.3908, 4.1063, -0.2218)
H (-1.3598, 2.4724, -2.5954)
H (-2.9788, 4.1330, -3.5046)
H (-2.2781, 6.4775, -3.8229)
H (0.0105, 7.1849, -3.2181)
H (1.6037, 5.5488, -2.2754)
H (2.0972, -0.2116, 2.8819)
H (2.6878, -1.9652, 4.5172)
H (0.9078, -3.2786, 5.6245)
H (-1.4706, -2.7404, 5.1858)
H (-2.0495, -0.9717, 3.5829)
Cl (-1.8173, -0.0428, 0.7637)
C (-3.2300, 0.7400, -1.3641)
Cl (-4.7157, -0.2207, -0.8679)
C (-2.4126, -0.2854, -2.4060)
O (-3.0602, -0.7591, -3.2986)
O (-1.1386, -0.5477, -2.1892)
H (-3.6506, 1.6274, -1.8161)

Entry from the Open Molecules 2025 dataset: a molecular structure, C36H31IrN5O2PS at a distorted geometry (ωB97M-V with the def2-TZVPD basis set).

**Multiplicity**: 2
**<S²>**: 0.779
**Highest occupied orbital energy (alpha / beta)**: -9.911 / -10.063 eV
**Energy above the lowest of the compared OMol25 structures with the same formula, charge and spin**: 83.9 kcal/mol
**Net charge**: +1

Positions of all 77 atoms, in Å:
Ir (0.1568, -0.4905, -0.3713)
N (-1.6813, 3.5285, 0.5339)
C (-0.8789, 2.5129, 0.1683)
S (-1.4207, 1.4287, -1.1026)
N (0.2840, 2.3983, 0.7318)
N (1.0591, 1.3796, 0.4035)
C (2.4090, 1.5449, 0.3707)
C (2.9903, 2.8450, 0.7062)
C (2.4274, 3.9864, 0.1217)
C (2.9378, 5.2409, 0.3852)
C (4.0209, 5.3867, 1.2386)
C (4.5875, 4.2640, 1.8242)
C (4.0796, 3.0037, 1.5668)
C (3.1319, 0.5025, -0.2474)
C (4.5425, 0.4762, -0.3789)
C (5.1535, -0.5251, -1.0845)
C (4.3624, -1.5015, -1.7144)
C (2.9927, -1.4219, -1.5647)
N (2.3833, -0.4926, -0.8395)
H (-2.4954, 3.7473, -0.0141)
H (-1.3071, 4.2193, 1.1638)
H (1.6208, 3.8756, -0.5873)
H (2.4990, 6.1062, -0.0907)
H (4.4272, 6.3675, 1.4372)
H (5.4298, 4.3784, 2.4911)
H (4.5125, 2.1469, 2.0615)
H (5.1195, 1.2584, 0.0828)
H (6.2286, -0.5649, -1.1630)
H (4.8041, -2.2942, -2.2960)
H (2.3453, -2.1519, -2.0367)
O (-1.8636, -1.4192, -0.0691)
P (-1.9274, -2.9074, 0.0163)
C (-1.2296, -3.6659, -1.4927)
C (-0.5407, -2.8393, -2.3672)
C (-0.0246, -3.3446, -3.5451)
C (-0.2067, -4.6820, -3.8619)
C (-0.9296, -5.5024, -3.0103)
C (-1.4422, -4.9983, -1.8265)
C (-1.3324, -3.4879, 1.6335)
C (-1.5552, -4.7761, 2.0963)
C (-1.1812, -5.1159, 3.3847)
C (-0.5818, -4.1720, 4.2032)
C (-0.3337, -2.8908, 3.7315)
C (-0.7273, -2.5456, 2.4535)
C (-3.6632, -3.4403, -0.0603)
C (-4.2545, -3.4389, -1.3164)
C (-5.5567, -3.8730, -1.4692)
C (-6.2714, -4.3059, -0.3635)
C (-5.7029, -4.2506, 0.8973)
C (-4.4007, -3.8084, 1.0551)
H (-0.3987, -1.7807, -2.1090)
H (0.4997, -2.6953, -4.2278)
H (0.1976, -5.0761, -4.7826)
H (-1.0965, -6.5350, -3.2763)
H (-2.0156, -5.6333, -1.1649)
H (-2.0469, -5.4929, 1.4567)
H (-1.3676, -6.1115, 3.7571)
H (-0.3138, -4.4280, 5.2171)
H (0.1447, -2.1600, 4.3676)
H (-0.5596, -1.5438, 2.0641)
H (-3.6856, -3.0888, -2.1667)
H (-6.0095, -3.8756, -2.4476)
H (-7.2780, -4.6734, -0.4831)
H (-6.2718, -4.5528, 1.7627)
H (-3.9651, -3.7458, 2.0416)
O (0.7599, -2.8067, 0.1611)
N (1.5968, -3.7368, 0.4667)
C (2.8256, -3.4415, 0.9335)
C (3.7344, -4.4369, 1.2089)
C (3.3837, -5.7688, 1.0379)
C (2.0956, -6.0529, 0.6070)
C (1.2251, -5.0275, 0.3317)
H (3.0341, -2.3925, 1.0777)
H (4.7148, -4.1666, 1.5625)
H (4.0910, -6.5577, 1.2317)
H (1.7618, -7.0704, 0.4910)
H (0.2154, -5.1960, -0.0074)

Entry from the Open Molecules 2025 dataset: a molecular structure, C36H31NPtSb2 at a distorted geometry (ωB97M-V with the def2-TZVPD basis set).

**Multiplicity**: 5
**<S²>**: 6.042
**Highest occupied orbital energy (alpha / beta)**: -12.368 / -14.189 eV
**Net charge**: +2

Positions of all 71 atoms, in Å:
Pt (0.0000, 0.0000, 0.0000)
C (2.4350, -1.4869, -0.4197)
C (1.8486, -2.6658, 0.3286)
C (0.3834, -2.4684, 0.7686)
Sb (-0.3736, -1.2128, 2.4513)
C (0.7798, -1.8068, 4.1821)
C (1.7670, -2.7990, 4.1287)
C (2.4635, -3.1663, 5.2852)
C (2.1707, -2.5508, 6.5048)
C (1.1779, -1.5705, 6.5689)
C (0.4832, -1.2031, 5.4126)
C (-0.0190, 0.9198, 2.3416)
C (0.7325, 1.5842, 3.3240)
C (0.9482, 2.9619, 3.2335)
C (0.4123, 3.6846, 2.1651)
C (-0.3444, 3.0302, 1.1878)
C (-0.5630, 1.6512, 1.2766)
Sb (2.5954, 0.1546, 0.9060)
C (4.3027, -0.5062, 2.0210)
C (5.4634, -0.9587, 1.3820)
C (6.5622, -1.3753, 2.1412)
C (6.5013, -1.3435, 3.5383)
C (5.3419, -0.8944, 4.1774)
C (4.2452, -0.4754, 3.4193)
C (3.5562, 1.4945, -0.4664)
C (4.8329, 2.0149, -0.2181)
C (5.4197, 2.8965, -1.1323)
C (4.7328, 3.2605, -2.2946)
C (3.4572, 2.7458, -2.5423)
C (2.8690, 1.8664, -1.6284)
H (1.7864, -1.2182, -1.2802)
H (3.4472, -1.7376, -0.7999)
H (2.5053, -2.9420, 1.1712)
H (1.8573, -3.5170, -0.3872)
H (0.0380, -3.4714, 1.0973)
H (-0.2189, -2.1993, -0.1249)
H (1.9925, -3.2992, 3.2074)
H (3.2250, -3.9339, 5.2376)
H (2.7062, -2.8388, 7.4003)
H (0.9429, -1.0993, 7.5146)
H (-0.2912, -0.4496, 5.4742)
H (1.1589, 1.0421, 4.1517)
H (1.5343, 3.4668, 3.9908)
H (0.5828, 4.7512, 2.0965)
H (-0.7592, 3.5927, 0.3622)
H (-1.1474, 1.1497, 0.5169)
H (5.5174, -0.9826, 0.3023)
H (7.4609, -1.7213, 1.6479)
H (7.3516, -1.6652, 4.1258)
H (5.2930, -0.8692, 5.2587)
H (3.3519, -0.1264, 3.9191)
H (5.3695, 1.7476, 0.6805)
H (6.4052, 3.2999, -0.9388)
H (5.1871, 3.9434, -3.0012)
H (2.9240, 3.0300, -3.4406)
H (1.8797, 1.4733, -1.8239)
N (2.1856, 5.1706, -8.3843)
C (1.9327, 4.5348, -7.4511)
C (1.6173, 3.7512, -6.2862)
C (1.7274, 4.3243, -5.0137)
C (1.4178, 3.5727, -3.8789)
C (0.9961, 2.2449, -4.0079)
C (0.8878, 1.6654, -5.2799)
C (1.1983, 2.4194, -6.4186)
C (0.6745, 1.4980, -2.8233)
C (0.4190, 0.9215, -1.7979)
H (2.0502, 5.3516, -4.8987)
H (1.5038, 4.0261, -2.8986)
H (0.5624, 0.6377, -5.3909)
H (1.1104, 1.9676, -7.3994)
H (0.3374, -1.5296, -0.7053)

Entry from the Open Molecules 2025 dataset: 16 unconnected molecules or ions with the total composition C36H32Cl60F3NO4PS2 at a distorted geometry (ωB97M-V with the def2-TZVPD basis set).

**Multiplicity**: 1
**Highest occupied orbital energy**: -10.669 eV
**Net charge**: +1

Positions of all 139 atoms, in Å:
C (4.7239, 2.3605, -2.1510)
C (4.5936, 0.9398, -1.6877)
C (5.5621, 0.2910, -0.9916)
C (5.3441, -0.9958, -0.5972)
C (4.1858, -1.6830, -0.8608)
C (4.0523, -3.1165, -0.3676)
C (3.3935, -4.0878, -1.3493)
C (3.3991, -3.1971, 1.0365)
C (3.1965, -0.9970, -1.5428)
O (1.9928, -1.6528, -1.7638)
C (0.9024, -0.8214, -2.1084)
C (0.4563, 0.1400, -0.9954)
C (0.7751, -0.3056, 0.4298)
O (0.0462, 0.5188, 1.3254)
C (-1.3915, 0.1971, 1.3713)
C (-1.9656, 1.4500, 2.0587)
C (-1.4949, 2.8004, 1.5351)
O (-2.5506, 3.5197, 0.8338)
C (-2.0323, 4.4109, -0.0425)
O (-2.5883, 4.6883, -1.0862)
P (-1.5882, -1.1586, 2.7021)
C (-0.4042, -0.7929, 4.0735)
C (-1.1736, -2.8866, 2.2349)
C (-1.9516, -0.0589, -0.0688)
S (-3.5321, 0.8884, -0.2571)
C (-2.3367, -1.4994, -0.4544)
F (-2.9652, -1.5064, -1.6674)
F (-3.2129, -2.0003, 0.3811)
F (-1.2917, -2.3123, -0.6072)
N (-0.9815, 0.6161, -1.0380)
S (-1.5106, 0.8752, -2.7265)
C (3.4450, 0.2774, -1.9475)
H (4.6557, 2.9918, -1.2645)
H (3.8761, 2.6227, -2.7773)
H (5.6841, 2.5788, -2.6063)
H (6.4857, 0.7860, -0.7343)
H (6.1261, -1.4874, -0.0469)
H (5.0728, -3.4731, -0.2255)
H (3.7279, -3.9696, -2.3750)
H (3.5204, -5.1010, -0.9784)
H (2.3185, -3.9170, -1.3315)
H (2.6421, -2.4195, 1.1102)
H (3.0098, -4.1931, 1.2225)
H (4.1705, -2.9610, 1.7534)
H (1.1494, -0.2231, -2.9837)
H (0.1186, -1.4802, -2.4459)
H (1.0480, 1.0399, -1.1413)
H (0.6695, -1.3751, 0.6068)
H (1.8249, -0.0710, 0.5825)
H (-3.0297, 1.3736, 2.2281)
H (-1.5516, 1.3954, 3.0644)
H (-1.2380, 3.4268, 2.3875)
H (-0.5976, 2.7747, 0.9162)
H (-1.0895, 4.9254, 0.2143)
H (0.0491, -1.7139, 4.4209)
H (0.4276, -0.1754, 3.7321)
H (-0.8999, -0.2740, 4.8871)
H (-2.0410, -3.4466, 1.9058)
H (-0.8479, -3.3885, 3.1421)
H (-0.3910, -3.0664, 1.4974)
H (-4.0634, 0.5166, -1.4292)
H (-0.9444, 1.5814, -0.7026)
H (-1.5462, -0.3788, -3.2329)
H (2.6872, 0.8325, -2.4812)
C (6.6406, 5.7284, -2.8846)
Cl (5.0482, 5.6841, -2.1125)
Cl (6.5659, 4.9163, -4.4512)
Cl (7.1302, 7.4144, -3.1154)
Cl (7.8145, 4.9046, -1.8527)
C (6.4312, -0.9896, 3.9786)
Cl (7.7524, 0.1701, 4.1232)
Cl (5.1231, -0.5426, 5.0755)
Cl (5.8464, -0.9992, 2.2979)
Cl (6.9981, -2.6065, 4.4018)
C (-7.7073, -0.2770, -1.8562)
Cl (-7.7594, 1.3565, -1.1878)
Cl (-8.7844, -1.3321, -0.9443)
Cl (-8.2077, -0.2428, -3.5472)
Cl (-6.0406, -0.8919, -1.7546)
C (-1.9229, -2.8273, -5.2671)
Cl (-1.8941, -4.4842, -5.8580)
Cl (-3.5248, -2.1290, -5.5129)
Cl (-1.5042, -2.7821, -3.5475)
Cl (-0.7163, -1.8526, -6.1116)
C (3.1356, 8.7707, -4.7559)
Cl (3.4773, 10.1351, -3.6857)
Cl (2.8132, 9.3647, -6.3859)
Cl (4.5201, 7.6759, -4.7756)
Cl (1.7246, 7.8896, -4.1512)
C (-7.4709, -2.7917, 2.5009)
Cl (-6.0410, -2.5788, 1.4817)
Cl (-8.4455, -1.3157, 2.4445)
Cl (-8.4257, -4.1493, 1.9040)
Cl (-6.9623, -3.1131, 4.1595)
C (10.1966, 5.2162, -6.7418)
Cl (9.7419, 5.6834, -8.3825)
Cl (9.7818, 3.5163, -6.4766)
Cl (11.9336, 5.4393, -6.5231)
Cl (9.3188, 6.2164, -5.5803)
C (-2.0371, 9.6114, -2.6839)
Cl (-2.4887, 10.1402, -4.3064)
Cl (-2.3692, 7.8808, -2.5118)
Cl (-0.3134, 9.8992, -2.4294)
Cl (-2.9726, 10.5113, -1.4866)
C (-4.4529, -6.3686, 4.5051)
Cl (-4.6929, -5.7181, 6.1285)
Cl (-3.0718, -7.4706, 4.5055)
Cl (-5.9021, -7.2336, 3.9911)
Cl (-4.1411, -5.0285, 3.3941)
C (-12.2611, -6.3337, 2.4676)
Cl (-12.1635, -7.0175, 4.0919)
Cl (-12.3915, -4.5743, 2.5743)
Cl (-10.8005, -6.7580, 1.5629)
Cl (-13.6752, -6.9822, 1.6359)
C (-5.0902, 0.8394, 5.5652)
Cl (-4.9386, 0.1455, 7.1807)
Cl (-5.2207, 2.6000, 5.6881)
Cl (-3.6687, 0.4147, 4.5859)
Cl (-6.5103, 0.1825, 4.7616)
C (3.0419, -4.0868, -6.3244)
Cl (2.5333, -3.7657, -4.6537)
Cl (4.3295, -5.2917, -6.3248)
Cl (1.6595, -4.7042, -7.2357)
Cl (3.6280, -2.5807, -7.0264)
C (3.4492, 1.6749, -5.8815)
Cl (2.5615, 3.1625, -5.5321)
Cl (4.3505, 1.8605, -7.3844)
Cl (4.5677, 1.3316, -4.5552)
Cl (2.3099, 0.3287, -6.0416)
C (-2.9222, -5.2919, 9.7260)
Cl (-2.7826, -7.0163, 9.3778)
Cl (-4.6138, -4.7973, 9.5845)
Cl (-2.3495, -4.9688, 11.3629)
Cl (-1.9462, -4.3757, 8.5672)
C (0.1269, 1.3981, 7.5291)
Cl (1.4629, 1.0660, 6.4232)
Cl (-1.0724, 2.4141, 6.7147)
Cl (-0.6164, -0.1329, 8.0040)
Cl (0.7365, 2.2271, 8.9582)